No. 1
A molecular structure, C45H45AsBeClN4O. Source: the Open Molecules 2025 dataset; level of theory: the ωB97M-V functional and the def2-TZVPD basis.

calculated total energy	-129163.882	eV
net charge	+1
E_HOMO	-0.393	Ha

Each line ends with the Löwdin charge.
Atoms and positions in Å:
Be (-0.56, -1.73, 0.54)  0.01
C (-0.72, -1.36, 4.59)  -0.04
C (-1.18, -2.65, 4.87)  -0.03
C (-1.43, -3.53, 3.83)  0.02
C (-1.24, -3.12, 2.52)  -0.18
N (-0.79, -1.86, 2.26)  0.04
C (-0.54, -1.02, 3.27)  -0.11
C (-1.47, -3.93, 1.31)  -0.19
C (-1.98, -5.23, 1.36)  -0.02
C (-2.21, -5.91, 0.17)  -0.07
C (-1.94, -5.29, -1.04)  -0.07
C (-1.43, -4.00, -1.07)  -0.10
C (-1.17, -3.28, 0.09)  -0.13
H (-0.51, -0.65, 5.37)  0.11
H (-1.33, -2.96, 5.89)  0.12
H (-1.75, -4.54, 4.04)  0.12
H (-0.14, -0.04, 3.01)  0.11
H (-2.19, -5.72, 2.30)  0.11
H (-2.60, -6.92, 0.20)  0.11
H (-2.14, -5.82, -1.97)  0.11
H (-1.22, -3.55, -2.04)  0.09
C (0.61, 5.78, -0.54)  -0.04
C (0.06, 4.35, -0.36)  -0.50
C (0.06, 4.07, 1.15)  -0.04
C (1.04, 3.39, -1.05)  -0.03
C (-1.40, 4.28, -0.93)  -0.42
O (-2.17, 5.36, -0.38)  -0.01
C (-1.42, 4.36, -2.48)  -0.11
C (-2.77, 4.72, -3.12)  -0.12
C (-3.75, 3.59, -3.32)  -0.24
C (-5.02, 3.63, -2.74)  -0.05
C (-5.92, 2.59, -2.91)  -0.10
C (-5.56, 1.50, -3.68)  -0.68
Cl (-6.68, 0.19, -3.89)  0.67
C (-4.32, 1.45, -4.29)  -0.10
C (-3.43, 2.49, -4.11)  -0.05
C (-2.26, 3.11, -0.40)  -0.02
N (-1.75, 1.75, -0.58)  -0.06
C (-1.48, 0.88, 0.38)  -0.08
N (-1.06, -0.25, -0.17)  0.05
C (-1.11, -0.01, -1.51)  -0.13
N (-1.53, 1.20, -1.80)  0.17
H (1.67, 5.79, -0.28)  0.09
H (0.10, 6.49, 0.11)  0.09
H (0.54, 6.13, -1.58)  0.08
H (1.02, 4.38, 1.58)  0.09
H (-0.05, 3.01, 1.38)  0.06
H (-0.72, 4.64, 1.66)  0.09
H (2.03, 3.52, -0.60)  0.07
H (1.12, 3.60, -2.12)  0.09
H (0.76, 2.34, -0.93)  0.06
H (-1.83, 6.19, -0.71)  0.10
H (-1.06, 3.41, -2.88)  0.10
H (-0.70, 5.13, -2.78)  0.11
H (-2.56, 5.16, -4.10)  0.13
H (-3.25, 5.51, -2.53)  0.11
H (-5.30, 4.48, -2.13)  0.12
H (-6.90, 2.63, -2.45)  0.11
H (-4.06, 0.59, -4.91)  0.11
H (-2.45, 2.44, -4.59)  0.12
H (-3.24, 3.17, -0.86)  0.13
H (-2.37, 3.25, 0.67)  0.13
H (-1.60, 1.07, 1.43)  0.15
H (-0.85, -0.74, -2.26)  0.13
C (5.02, -1.97, -2.85)  -0.07
C (3.69, -1.80, -3.18)  -0.07
C (2.73, -1.75, -2.18)  -0.11
C (3.10, -1.86, -0.85)  -0.39
C (4.44, -2.03, -0.51)  -0.09
C (5.40, -2.09, -1.51)  -0.06
As (1.79, -1.80, 0.58)  1.42
C (2.14, -3.51, 1.43)  -0.35
C (2.23, -4.59, 0.55)  -0.10
C (2.34, -5.89, 1.04)  -0.06
C (2.37, -6.12, 2.41)  -0.07
C (2.27, -5.05, 3.28)  -0.07
C (2.15, -3.75, 2.80)  -0.10
C (2.58, -0.35, 1.61)  -0.36
C (2.84, 0.81, 0.87)  -0.12
C (3.35, 1.95, 1.48)  -0.08
C (3.61, 1.94, 2.85)  -0.07
C (3.35, 0.80, 3.59)  -0.07
C (2.83, -0.33, 2.98)  -0.10
H (5.78, -2.01, -3.63)  0.11
H (3.40, -1.72, -4.22)  0.11
H (1.68, -1.63, -2.44)  0.09
H (4.74, -2.13, 0.53)  0.11
H (6.44, -2.22, -1.25)  0.11
H (2.20, -4.42, -0.52)  0.11
H (2.41, -6.72, 0.34)  0.11
H (2.46, -7.13, 2.79)  0.11
H (2.29, -5.22, 4.35)  0.11
H (2.04, -2.95, 3.51)  0.07
H (2.66, 0.82, -0.20)  0.10
H (3.56, 2.83, 0.89)  0.10
H (4.02, 2.82, 3.32)  0.11
H (3.55, 0.79, 4.65)  0.11
H (2.64, -1.20, 3.59)  0.07

***

No. 2
A molecular structure, C45H45BrF5N3O8PSSeTa. Source: the Open Molecules 2025 dataset; level of theory: the ωB97M-V functional and the def2-TZVPD basis.

calculated total energy	-238904.301	eV
E_HOMO	-0.298	Ha
relative energy (zero: lowest compared OMol25 entry of this formula, charge and spin)	32.88	kJ/mol

Each line ends with the Löwdin charge.
Atoms and positions in Å:
Ta (-0.68, 0.62, -0.78)  1.45
O (-1.81, -1.78, 2.74)  0.06
C (-0.57, -1.96, 3.23)  -0.26
C (-0.45, -2.22, 4.59)  -0.01
C (0.79, -2.42, 5.17)  -0.08
C (1.94, -2.37, 4.39)  -0.09
C (1.82, -2.12, 3.03)  -0.05
C (0.58, -1.91, 2.44)  -0.11
C (0.52, -1.72, 0.94)  -0.36
O (-0.38, -0.72, 0.57)  -0.34
N (0.07, -2.98, 0.35)  0.03
N (0.08, -2.94, -1.02)  0.02
C (0.31, -4.03, -1.64)  -0.20
C (0.28, -4.13, -3.10)  -0.61
Br (-0.44, -2.65, -4.02)  0.90
C (0.70, -5.25, -3.70)  -0.10
C (0.77, -5.60, -5.13)  -0.24
C (0.49, -6.91, -5.50)  -0.04
C (0.55, -7.31, -6.82)  -0.08
C (0.92, -6.39, -7.80)  -0.09
C (1.24, -5.09, -7.44)  -0.07
C (1.17, -4.70, -6.12)  -0.06
H (-1.77, -1.37, 1.86)  0.08
H (-1.36, -2.25, 5.18)  0.12
H (0.86, -2.62, 6.23)  0.11
H (2.91, -2.53, 4.84)  0.10
H (2.71, -2.09, 2.41)  0.11
H (1.51, -1.44, 0.58)  0.13
H (0.56, -3.77, 0.75)  0.14
H (0.57, -4.95, -1.11)  0.13
H (0.99, -6.05, -3.02)  0.12
H (0.20, -7.63, -4.74)  0.11
H (0.30, -8.33, -7.09)  0.10
H (0.97, -6.70, -8.84)  0.10
H (1.55, -4.38, -8.20)  0.11
H (1.44, -3.68, -5.85)  0.08
C (-5.03, -1.10, 1.89)  -0.02
C (-4.70, 0.33, 2.26)  -0.59
C (-5.72, 1.30, 1.67)  -0.02
C (-4.54, 0.50, 3.76)  -0.02
O (-3.40, 0.57, 1.61)  -0.17
P (-2.48, 1.83, 1.79)  0.34
O (-3.12, 3.13, 2.00)  -0.21
O (-1.65, 1.72, 0.44)  -0.44
O (-1.44, 1.39, 2.89)  -0.14
C (-0.75, 2.30, 3.82)  -0.59
C (-1.73, 2.80, 4.86)  -0.03
C (0.32, 1.43, 4.45)  -0.01
C (-0.13, 3.45, 3.04)  -0.02
H (-6.01, -1.37, 2.29)  0.09
H (-4.28, -1.78, 2.30)  0.08
H (-5.05, -1.22, 0.81)  0.09
H (-6.70, 1.07, 2.09)  0.09
H (-5.76, 1.19, 0.59)  0.07
H (-5.46, 2.33, 1.91)  0.08
H (-5.46, 0.22, 4.26)  0.09
H (-4.32, 1.54, 4.01)  0.08
H (-3.73, -0.13, 4.12)  0.09
H (-2.19, 1.95, 5.38)  0.09
H (-2.52, 3.40, 4.40)  0.08
H (-1.20, 3.40, 5.59)  0.09
H (-0.13, 0.62, 5.02)  0.08
H (0.94, 2.03, 5.12)  0.10
H (0.96, 0.99, 3.68)  0.07
H (-0.89, 4.06, 2.55)  0.08
H (0.56, 3.07, 2.29)  0.07
H (0.43, 4.09, 3.73)  0.10
C (2.21, 3.51, -0.59)  0.01
C (2.20, 2.20, 0.14)  -0.34
O (1.15, 1.60, 0.35)  -0.07
C (3.46, 1.65, 0.67)  -0.16
C (3.39, 0.70, 1.69)  -0.01
C (4.55, 0.14, 2.19)  -0.06
C (5.78, 0.50, 1.66)  -0.06
C (5.85, 1.44, 0.64)  -0.06
C (4.69, 2.03, 0.16)  -0.02
H (1.20, 3.88, -0.70)  0.05
H (2.65, 3.38, -1.58)  0.11
H (2.83, 4.22, -0.04)  0.11
H (2.42, 0.41, 2.08)  0.10
H (4.50, -0.59, 2.99)  0.10
H (6.69, 0.05, 2.04)  0.11
H (6.81, 1.72, 0.22)  0.11
H (4.75, 2.77, -0.63)  0.12
Se (-0.70, 2.52, -2.50)  0.76
C (-1.45, 4.12, -1.73)  -0.59
C (-2.64, 4.14, -1.03)  -0.13
C (-3.10, 5.34, -0.49)  -0.07
C (-2.38, 6.51, -0.68)  -0.09
C (-1.21, 6.49, -1.41)  -0.09
C (-0.74, 5.30, -1.94)  -0.17
H (-3.22, 3.24, -0.89)  0.06
H (-4.02, 5.34, 0.08)  0.11
H (-2.75, 7.44, -0.26)  0.10
H (-0.65, 7.40, -1.58)  0.10
H (0.17, 5.28, -2.53)  0.09
S (-2.56, -0.70, -1.59)  0.58
C (-3.71, 0.53, -1.73)  -0.80
N (-4.53, 1.33, -1.85)  0.11
F (4.86, -1.10, -5.34)  0.13
C (3.88, -0.83, -4.49)  -0.14
C (4.04, -1.06, -3.13)  -0.14
F (5.19, -1.56, -2.67)  0.13
C (3.01, -0.78, -2.25)  -0.13
F (3.21, -1.03, -0.95)  0.11
C (1.80, -0.25, -2.69)  -0.25
O (0.81, 0.00, -1.84)  -0.31
C (1.66, -0.02, -4.06)  -0.20
F (0.51, 0.45, -4.53)  0.06
C (2.68, -0.31, -4.94)  -0.14
F (2.50, -0.10, -6.25)  0.13

***

No. 3
A molecular structure, C45H46CoNP2Si at a distorted geometry. Source: the Open Molecules 2025 dataset; level of theory: the ωB97M-V functional and the def2-TZVPD basis.

calculated total energy	-112968.965	eV
2S+1	5
net charge	+2
⟨S²⟩	6.051
E_HOMO (spin up / spin down)	-0.506 / -0.512	Ha

Each line ends with the Löwdin charge.
Atoms and positions in Å:
C (0.48, -1.64, -3.22)  -0.17
C (-0.55, -1.85, -2.29)  -0.37
C (-1.89, -1.85, -2.72)  -0.07
C (-2.19, -1.67, -4.07)  -0.05
C (-1.17, -1.41, -4.99)  -0.05
C (0.16, -1.35, -4.55)  -0.07
P (-0.19, -1.95, -0.49)  1.02
C (-1.46, -3.13, 0.08)  -0.35
C (-2.59, -2.71, 0.79)  -0.12
C (-3.58, -3.63, 1.13)  -0.06
C (-3.46, -4.96, 0.75)  -0.04
C (-2.33, -5.40, 0.04)  -0.04
C (-1.32, -4.49, -0.27)  -0.06
Co (0.02, 0.04, 0.18)  0.42
P (-0.08, 1.94, -0.64)  0.97
C (-1.45, 2.03, -1.87)  -0.37
C (-1.21, 2.45, -3.19)  -0.08
C (-2.22, 2.33, -4.15)  -0.05
C (-3.46, 1.81, -3.81)  -0.05
C (-3.71, 1.38, -2.50)  -0.06
C (-2.70, 1.47, -1.54)  -0.10
C (-0.31, 3.38, 0.43)  -0.36
C (0.69, 3.63, 1.39)  -0.09
C (0.49, 4.64, 2.33)  -0.07
C (-0.69, 5.41, 2.29)  -0.05
C (-1.66, 5.17, 1.32)  -0.05
C (-1.48, 4.15, 0.39)  -0.08
C (1.58, 2.26, -1.36)  -0.38
C (2.56, 1.24, -1.45)  -0.14
C (3.74, 1.48, -2.15)  -0.05
C (3.96, 2.73, -2.75)  -0.04
C (3.00, 3.74, -2.64)  -0.04
C (1.82, 3.52, -1.94)  -0.08
C (1.36, -2.93, -0.36)  -0.35
C (1.91, -3.60, -1.46)  -0.10
C (3.18, -4.16, -1.37)  -0.04
C (3.90, -4.09, -0.17)  -0.05
C (3.31, -3.50, 0.95)  -0.06
C (2.03, -2.96, 0.87)  -0.09
H (1.61, 3.04, 1.39)  0.11
H (1.27, 4.83, 3.08)  0.12
H (-0.83, 6.20, 3.02)  0.12
H (-2.57, 5.78, 1.26)  0.12
H (-2.23, 3.94, -0.39)  0.11
H (-0.23, 2.84, -3.44)  0.10
H (-2.03, 2.69, -5.17)  0.12
H (-4.25, 1.73, -4.55)  0.12
H (-4.68, 0.98, -2.20)  0.12
H (-2.87, 1.10, -0.52)  0.07
H (2.39, 0.25, -0.99)  0.08
H (4.48, 0.68, -2.24)  0.12
H (4.89, 2.90, -3.31)  0.12
H (3.17, 4.72, -3.09)  0.12
H (1.08, 4.31, -1.81)  0.12
H (1.36, -3.69, -2.40)  0.11
H (3.61, -4.65, -2.24)  0.12
H (4.91, -4.51, -0.11)  0.12
H (3.85, -3.46, 1.90)  0.11
H (1.54, -2.55, 1.76)  0.10
H (-2.67, -1.66, 1.08)  0.07
H (-4.45, -3.28, 1.68)  0.12
H (-4.26, -5.67, 0.99)  0.12
H (-2.24, -6.44, -0.27)  0.12
H (-0.43, -4.84, -0.80)  0.11
H (-2.67, -2.04, -1.99)  0.11
H (-3.22, -1.75, -4.40)  0.12
H (-1.39, -1.27, -6.04)  0.12
H (0.96, -1.10, -5.24)  0.12
H (1.52, -1.60, -2.90)  0.10
H (0.12, 0.38, -2.39)  0.06
H (0.72, 0.75, -2.78)  0.12
C (-2.64, 1.07, 2.13)  -0.15
Si (-1.24, 0.36, 3.19)  0.44
C (-0.95, 1.66, 4.50)  -0.14
C (-1.79, -1.25, 3.96)  -0.14
N (0.21, 0.09, 2.20)  -0.06
C (1.44, -0.06, 2.78)  -0.32
C (2.61, 0.17, 2.00)  -0.02
C (3.88, -0.03, 2.52)  -0.04
C (4.05, -0.44, 3.85)  -0.02
C (2.93, -0.62, 4.66)  -0.02
C (1.64, -0.42, 4.16)  0.01
H (-3.49, 1.34, 2.78)  0.07
H (-3.00, 0.34, 1.39)  0.00
H (-2.32, 1.98, 1.60)  0.01
H (-1.89, 1.84, 5.04)  0.06
H (-0.20, 1.36, 5.25)  0.03
H (-0.62, 2.61, 4.07)  0.03
H (-1.93, -2.02, 3.20)  0.01
H (-1.05, -1.63, 4.68)  0.03
H (-2.74, -1.13, 4.50)  0.06
H (2.48, 0.53, 0.97)  0.07
H (4.74, 0.13, 1.88)  0.12
H (5.06, -0.57, 4.24)  0.13
H (3.06, -0.92, 5.70)  0.13
H (0.79, -0.54, 4.84)  0.09

***

No. 4
A molecular structure, C45H46N9O4PbSSbSe4. Source: the Open Molecules 2025 dataset; level of theory: the ωB97M-V functional and the def2-TZVPD basis.

calculated total energy	-353021.322	eV
net charge	-2
E_HOMO	-0.077	Ha
relative energy (zero: lowest compared OMol25 entry of this formula, charge and spin)	0.00	kJ/mol

Each line ends with the Löwdin charge.
Atoms and positions in Å:
Pb (-1.38, 0.34, -0.84)  0.76
Se (-2.01, 0.71, -5.64)  -0.18
Sb (-3.38, 1.37, -3.72)  -0.30
Se (-3.55, -0.71, -2.18)  -0.19
Se (-2.15, 2.83, -2.09)  -0.11
Se (-5.60, 2.16, -4.32)  -0.30
C (-2.94, 5.23, 3.78)  -0.08
O (-3.18, 3.91, 3.35)  -0.10
C (-3.77, 3.72, 2.14)  -0.22
C (-4.24, 4.76, 1.34)  -0.02
C (-4.92, 4.50, 0.16)  -0.08
C (-5.13, 3.19, -0.24)  -0.11
C (-4.62, 2.16, 0.52)  -0.04
C (-3.93, 2.41, 1.70)  -0.16
N (-3.52, 1.29, 2.47)  0.16
C (-2.55, 1.16, 3.35)  -0.02
C (-1.44, 1.98, 3.54)  -0.19
C (-0.79, 1.99, 4.80)  -0.06
C (0.25, 2.83, 5.06)  -0.12
C (0.72, 3.69, 4.02)  -0.10
C (0.19, 3.66, 2.77)  -0.02
C (-0.89, 2.75, 2.43)  -0.39
O (-1.25, 2.54, 1.26)  -0.10
H (-2.46, 5.14, 4.75)  0.09
H (-3.88, 5.79, 3.88)  0.09
H (-2.28, 5.76, 3.10)  0.10
H (-4.07, 5.79, 1.64)  0.10
H (-5.25, 5.31, -0.47)  0.11
H (-5.62, 2.98, -1.18)  0.07
H (-4.73, 1.14, 0.19)  0.09
H (-4.08, 0.45, 2.28)  0.12
H (-2.66, 0.29, 4.00)  0.15
H (-1.18, 1.35, 5.58)  0.11
H (0.72, 2.84, 6.03)  0.08
H (1.53, 4.38, 4.24)  0.09
H (0.55, 4.31, 1.98)  0.10
C (-0.82, -2.47, -4.33)  -0.04
C (-0.07, -2.71, -3.07)  -0.34
N (-0.05, -1.96, -2.00)  0.06
C (0.78, -2.57, -1.09)  -0.13
C (1.28, -3.71, -1.61)  -0.08
N (0.74, -3.80, -2.89)  -0.05
C (1.06, -4.81, -3.84)  -0.07
N (2.00, -4.33, -4.85)  -0.05
N (2.03, -4.96, -6.04)  0.04
N (2.97, -4.47, -6.76)  0.06
C (3.59, -3.47, -6.04)  -0.24
C (4.66, -2.63, -6.38)  -0.03
C (5.06, -1.71, -5.44)  -0.09
C (4.42, -1.61, -4.18)  -0.09
C (3.37, -2.43, -3.83)  0.01
C (2.97, -3.37, -4.79)  -0.15
H (-1.57, -1.69, -4.17)  -0.03
H (-1.34, -3.38, -4.66)  0.08
H (-0.16, -2.15, -5.14)  0.08
H (0.94, -2.15, -0.11)  0.08
H (1.95, -4.47, -1.22)  0.12
H (0.18, -5.14, -4.39)  0.13
H (1.48, -5.66, -3.31)  0.13
H (5.12, -2.71, -7.35)  0.11
H (5.87, -1.04, -5.66)  0.10
H (4.74, -0.86, -3.48)  0.10
H (2.87, -2.32, -2.88)  0.08
O (-5.25, -1.25, 2.04)  -0.08
C (-5.29, -2.27, 3.02)  -0.28
N (-4.55, -3.46, 2.70)  0.04
C (-3.33, -3.70, 3.40)  -0.50
O (-3.27, -4.70, 4.13)  -0.02
C (-2.30, -2.75, 3.19)  -0.19
C (-1.17, -2.68, 4.09)  -0.07
C (-0.17, -1.82, 3.88)  -0.06
C (-0.18, -0.88, 2.68)  -0.34
N (-1.21, -1.19, 1.66)  -0.02
C (-2.17, -2.00, 1.99)  -0.16
H (-5.34, -1.64, 1.16)  0.09
H (-6.33, -2.55, 3.23)  0.12
H (-4.88, -1.80, 3.92)  0.12
H (-5.12, -4.29, 2.72)  0.11
H (-1.15, -3.37, 4.93)  0.10
H (0.69, -1.77, 4.53)  0.09
H (-0.36, 0.15, 3.02)  0.09
H (-2.91, -2.16, 1.21)  0.10
S (2.46, 1.56, -4.42)  1.03
C (1.01, 0.87, -3.74)  -0.46
N (0.77, 1.18, -2.52)  -0.04
C (1.73, 2.05, -2.02)  -0.33
C (1.70, 2.63, -0.75)  -0.01
C (2.73, 3.48, -0.39)  -0.09
C (3.79, 3.75, -1.27)  -0.11
C (3.82, 3.19, -2.54)  -0.11
C (2.77, 2.35, -2.91)  -0.48
H (0.34, 0.29, -4.37)  -0.02
H (0.86, 2.44, -0.09)  0.08
H (2.71, 3.95, 0.58)  0.09
H (4.59, 4.41, -0.96)  0.09
H (4.62, 3.41, -3.23)  0.10
C (3.94, -0.75, -0.08)  -0.04
C (3.78, -0.85, 1.44)  -0.61
C (4.48, 0.34, 2.11)  -0.05
C (4.42, -2.16, 1.93)  -0.06
C (2.36, -0.84, 1.82)  0.01
C (1.19, -0.85, 2.11)  0.05
H (5.00, -0.73, -0.35)  0.08
H (3.47, 0.16, -0.46)  0.08
H (3.46, -1.60, -0.57)  0.06
H (5.54, 0.36, 1.84)  0.08
H (4.40, 0.27, 3.20)  0.08
H (4.03, 1.28, 1.80)  0.08
H (5.48, -2.18, 1.68)  0.08
H (3.93, -3.02, 1.47)  0.08
H (4.31, -2.26, 3.01)  0.08